DFT (ωB97M-V/def2-TZVPD) results for a molecular structure, C21H55O30P5V in a non-equilibrium geometry.

```
112
Properties=species:S:1:pos:R:3:forces:R:3:mulliken_charge:R:1
O -5.15536 -2.44192 -0.66589 1.18 0.18 0.03 -0.475
V -3.61357 -2.72122 -0.98238 -1.36 -1.61 0.18 1.146
O -3.64828 -3.84707 -2.10903 0.51 0.64 0.67 -0.462
O -2.53675 -3.74258 2.70337 0.02 0.77 -0.44 -0.542
C -2.88580 -4.65595 1.75956 1.52 -5.23 3.19 0.642
O -3.26044 -4.25146 0.67338 -1.20 2.72 -4.34 -0.715
O -2.74000 -5.86438 2.08611 -0.35 1.71 -0.36 -0.758
H -2.63148 -2.99325 2.11080 0.13 1.43 0.64 0.322
O -0.46034 -0.77150 0.51830 -0.84 0.31 -2.08 0.208
C -1.56592 -1.17924 -0.15096 -3.27 -2.39 2.89 1.166
O -1.51641 -2.00378 -1.08464 2.19 -0.35 -2.57 -0.563
O -2.69292 -1.08870 0.36517 -1.17 1.84 1.23 -0.941
H 0.03907 -1.03690 -0.25742 2.57 0.02 0.20 -0.114
C -5.05121 5.80158 -0.02957 0.23 1.64 -1.29 -0.774
O -4.88700 4.44083 0.17783 -0.21 -2.03 0.43 -0.290
P -6.03812 3.32108 0.00741 -0.24 1.84 1.93 0.617
O -7.08222 3.75192 -0.93520 0.24 -0.48 0.15 -0.707
O -5.26729 2.00355 -0.19574 0.62 -1.08 0.10 0.110
C -5.93319 0.72407 0.02897 -0.80 -1.00 -0.95 -0.555
O -6.54659 3.16872 1.56770 0.63 -0.87 -1.38 -0.270
C -7.80417 3.80297 1.75256 0.08 -0.22 -0.83 -0.665
H -4.81172 6.46936 0.79797 0.22 -0.71 0.64 0.275
H -6.02883 6.14860 -0.36416 -0.28 -0.64 -0.14 0.350
H -4.33993 6.05100 -0.81694 -0.06 0.32 -0.13 0.279
H -6.06813 0.20542 -0.92019 0.13 0.47 -0.38 0.184
H -6.94216 0.82668 0.42842 0.21 0.39 0.29 0.401
H -5.39444 -0.04776 0.57863 0.65 0.93 0.52 0.179
H -8.41108 3.46239 0.91364 -0.55 0.48 0.22 0.337
H -7.53600 4.85130 1.62145 -1.14 0.39 0.66 0.238
H -8.27097 3.46648 2.67829 0.38 0.46 0.14 0.234
C 2.11713 4.09202 2.10950 2.13 -0.07 -1.70 -0.650
O 1.71997 3.71917 3.36319 -1.09 -1.41 3.15 -0.350
P 2.41752 2.45991 4.14009 -0.46 -1.53 0.66 0.935
O 1.77772 1.94912 5.39500 0.11 1.16 -2.28 -0.734
O 2.60209 1.30182 2.95259 0.04 2.17 1.84 0.041
C 1.38655 0.85177 2.34197 -0.40 -0.46 -0.92 -0.471
O 3.89222 2.95235 4.51022 -0.18 -0.32 -1.90 -0.308
C 4.18876 4.26398 5.00476 -0.30 -0.50 0.56 -0.717
H 2.00114 5.15717 1.90924 -0.59 -0.09 0.25 0.353
H 1.69079 3.46305 1.32800 -0.26 0.22 -0.05 0.171
H 3.19364 3.92252 2.08716 0.32 0.09 -0.65 0.333
H 1.58201 0.70611 1.27958 0.29 0.05 0.04 0.039
H 0.55295 1.55302 2.38013 0.10 0.19 0.41 0.485
H 1.04445 -0.11899 2.70070 0.25 0.14 0.45 -0.040
H 3.41297 4.99490 4.77668 -0.10 -0.14 -0.01 0.344
H 5.13417 4.61809 4.59378 -0.02 -0.28 0.03 0.227
H 4.24226 4.07653 6.07718 0.23 0.74 0.09 0.283
C 3.17282 3.90866 -5.02054 -1.42 -0.03 -1.04 -0.715
O 3.30532 2.83811 -4.10217 2.28 -0.64 2.63 -0.315
P 4.34036 2.86947 -2.79493 -1.31 -1.03 0.80 0.922
O 5.11850 4.14306 -2.72471 -1.15 -2.08 0.32 -0.693
O 3.20657 2.56319 -1.54881 2.03 0.64 -1.39 -0.267
C 2.48624 1.31029 -1.56879 0.04 -0.22 -1.31 -0.390
O 5.22920 1.40210 -2.74208 -2.94 2.95 -2.58 -0.292
C 6.04436 1.19476 -1.66678 1.45 0.28 3.01 -0.660
H 3.41070 3.46678 -5.98814 0.38 0.56 -0.10 0.262
H 3.56984 4.90901 -4.84798 1.05 -0.59 0.51 0.320
H 2.10621 4.13076 -5.05388 -0.26 -0.25 -0.02 0.277
H 3.01202 0.45581 -1.14274 0.33 0.37 0.37 0.064
H 2.32737 1.04290 -2.61347 -0.23 -0.13 -0.05 0.402
H 1.49881 1.41853 -1.12005 0.24 0.38 0.24 0.203
H 6.13902 2.04345 -0.98938 -0.13 0.65 -0.24 0.349
H 7.08383 0.98164 -1.91616 -0.18 -0.31 -0.58 0.333
H 5.67646 0.44861 -0.96250 -0.23 -0.59 -0.58 0.108
C -1.61089 -2.67169 -4.76405 -0.79 2.15 0.19 -0.160
O -1.90752 -1.18649 -4.64075 -1.48 0.42 0.66 -0.359
P -3.37211 -0.63793 -4.06789 1.14 -1.11 0.89 0.221
O -3.87335 -1.27187 -2.74555 1.18 1.84 -3.32 0.377
O -3.12640 0.97568 -3.95344 -1.20 -3.02 -1.89 -0.403
C -2.86586 1.51610 -2.70497 1.36 0.36 1.60 -0.218
O -4.31075 -0.81601 -5.39435 -1.16 -0.19 2.33 -0.304
C -5.77986 -1.16186 -5.16715 1.05 -0.84 -0.32 -0.576
H -2.59846 -3.06304 -4.51979 0.77 -1.24 0.11 0.317
H -0.75046 -2.87166 -4.12547 -0.68 -0.14 0.56 -0.203
H -1.24687 -2.87800 -5.77054 -0.60 0.25 -0.19 0.259
H -2.92714 2.59845 -2.81842 -0.30 -0.14 0.32 0.274
H -1.84054 1.26071 -2.43741 0.34 0.23 0.06 0.226
H -3.44553 1.08509 -1.88869 -0.54 0.36 -0.24 -0.041
H -5.96490 -1.65111 -4.21086 0.44 0.64 0.40 0.223
H -5.99252 -1.98449 -5.84992 0.17 0.39 -0.48 0.266
H -6.45426 -0.32444 -5.34605 0.52 0.13 0.05 0.272
C 5.15191 -4.76762 -1.78624 -0.35 1.09 -0.37 -0.772
O 4.01582 -4.25987 -1.05307 -0.22 0.62 -0.42 -0.335
P 3.71704 -2.66854 -0.96318 -0.47 -0.98 0.83 0.323
O 4.59216 -1.85839 -1.86167 -1.58 -0.69 1.09 -0.687
O 2.07720 -2.58513 -1.13621 2.48 1.22 0.70 0.239
C 1.17609 -3.65586 -1.31451 -0.17 -1.73 -1.59 -0.081
O 3.88249 -2.39464 0.62087 -1.10 0.16 -1.26 0.353
C 4.93898 -2.91089 1.44207 0.68 0.72 -1.38 -0.942
H 5.69831 -3.91808 -2.19591 0.65 0.08 0.75 0.332
H 4.86617 -5.21337 -2.73900 -0.52 -0.86 0.47 0.289
H 5.67713 -5.40465 -1.07460 0.24 -0.01 -0.57 0.245
H 1.72589 -4.58200 -1.48209 0.10 -0.04 0.23 0.362
H 0.65035 -3.48348 -2.25365 -0.10 0.25 0.07 -0.224
H 0.39930 -3.87187 -0.58099 0.44 0.84 0.57 0.107
H 5.85357 -2.63240 0.91856 0.44 -0.04 0.25 0.379
H 4.91990 -4.00051 1.46368 -0.36 0.09 0.54 0.245
H 4.90311 -2.35219 2.37730 -0.26 -0.61 0.10 0.266
O 3.17479 -2.12878 4.40462 -0.16 -0.37 0.05 -0.545
C 2.15097 -2.14977 5.06129 0.53 -1.73 -2.05 0.719
O 1.12893 -3.00238 4.78759 -0.48 0.91 1.75 -0.340
C 1.08502 -3.97144 3.75338 -0.49 -0.36 -0.98 -0.659
C 1.23521 -3.34034 2.42631 1.32 0.91 -0.56 -0.022
C 1.94611 -1.19987 6.15992 -0.13 0.38 0.01 -0.946
H 0.07262 -4.34651 3.60353 -0.12 -0.53 1.71 0.450
H 1.85018 -4.73589 3.88851 -0.22 -0.15 0.33 0.277
H 0.95179 -4.00367 1.60914 0.23 -0.15 0.13 0.322
H 2.28795 -3.05780 2.42144 -0.23 0.46 -1.06 -0.121
H 0.57072 -2.47761 2.37877 0.13 0.15 -0.12 -0.012
H 2.82945 -0.56737 6.07177 -0.33 0.22 0.46 0.260
H 1.88893 -1.68362 7.13502 -0.18 0.05 -0.09 0.376
H 1.04686 -0.63306 5.91873 0.00 0.15 0.45 0.268
```
Forces are in eV/Å.

Values from the calculation:
* strongest force on any atom: 6.31 eV/Å
* HOMO energy: -5.63 eV
* charge: -1
* frontier orbital gap: 0.28023 Ha
* energy: -5741.6272 Ha